(1)
Computed, not measured: 2 unconnected molecules or ions with the total composition C2H5P, with the ωB97M-V functional and the def2-TZVPD basis.

Cartesian coordinates (Å):
C -0.144 0.592 0.029
C -0.188 -0.883 0.136
P 1.569 -0.058 0.112
H -0.510 1.013 -0.834
H -1.207 1.660 1.484
H -0.552 -1.272 1.122
H -0.456 -1.462 -0.779
H 1.486 0.409 -1.270

**Orbital gap (alpha / beta)**: 8.940 / 8.408 eV
**LUMO (alpha / beta)**: -0.207 / -0.165 eV
**E_HOMO (alpha / beta)**: -9.15 / -8.57 eV
**Energy relative to the best compared isomer or geometry (same formula, charge and spin)**: 99.7 kcal/mol

In the Löwdin picture, each atom carries the following charge in e: atom 1 (C): -0.563, atom 2 (C): -0.440, atom 3 (P): 0.820, atom 4 (H): -0.024, atom 5 (H): 0.138, atom 6 (H): 0.073, atom 7 (H): 0.067, atom 8 (H): -0.070


(2)
Computed, not measured: a molecular structure, C22H45N2P3SSeW, with the ωB97M-V functional and the def2-TZVPD basis.

Cartesian coordinates (Å):
W 0.090 0.556 0.024
P 1.869 1.918 0.849
P -1.389 0.947 1.807
P -1.236 2.581 -1.015
H 0.684 -3.281 -6.084
C 0.640 -2.234 -6.389
C 1.846 -1.647 -6.478
H 2.653 -2.099 -5.883
C 3.139 0.971 1.693
C 1.367 3.085 2.137
C 2.737 2.873 -0.399
C -2.910 -0.051 1.595
C -0.767 0.366 3.433
C -2.080 2.560 2.323
C -1.119 2.882 -2.837
C -0.832 4.285 -0.430
C -3.041 2.356 -0.930
H -0.304 -1.857 -6.849
H 2.086 -0.957 -7.331
H 3.520 0.167 1.058
H 2.764 0.536 2.625
H 3.949 1.675 1.925
H 0.919 2.579 2.998
H 0.671 3.841 1.766
H 2.292 3.577 2.458
H 3.194 2.218 -1.150
H 3.522 3.406 0.150
H 2.091 3.595 -0.909
H -3.511 0.106 2.509
H -2.673 -1.121 1.478
H -3.480 0.293 0.718
H -1.462 0.731 4.206
H 0.245 0.730 3.662
H -0.754 -0.734 3.453
H -2.668 2.341 3.229
H -2.741 3.004 1.570
H -1.290 3.279 2.577
H -1.869 3.647 -3.103
H -1.348 1.967 -3.400
H -0.122 3.230 -3.147
H -1.443 5.001 -1.011
H 0.230 4.529 -0.600
H -1.058 4.434 0.633
H -3.484 3.092 -1.616
H -3.470 2.495 0.064
H -3.291 1.347 -1.280
C 0.445 -1.107 -2.909
C -0.940 -1.342 -2.920
C -1.401 -2.455 -3.644
C -0.468 -3.471 -3.998
C 0.937 -3.378 -3.683
C 1.389 -2.097 -3.340
S 1.156 0.351 -2.183
H -0.540 1.010 -1.524
H -1.600 -0.718 -2.309
H -2.470 -2.576 -3.952
H -0.850 -4.353 -4.558
H 1.639 -4.235 -3.776
H 2.445 -1.763 -3.369
C -1.892 -3.426 2.661
N -0.540 -3.194 3.181
C -0.149 -3.635 4.445
C 1.153 -3.296 4.572
N 1.545 -2.654 3.397
C 2.918 -2.229 3.152
C 0.474 -2.492 2.573
Se 0.489 -1.689 0.736
H -2.604 -2.688 3.055
H -2.229 -4.425 2.961
H -1.908 -3.391 1.574
H -0.837 -4.150 5.108
H 1.858 -3.425 5.372
H 3.597 -3.041 3.455
H 3.075 -2.028 2.081
H 3.139 -1.326 3.746

**Expectation value of S²**: 2.1330
**Orbital gap (alpha / beta)**: 5.763 / 4.749 eV
**Spin multiplicity**: 3
**LUMO (alpha / beta)**: -13.204 / -14.279 eV
**E_HOMO (alpha / beta)**: -18.97 / -19.03 eV
**Net charge**: +4

In the Löwdin picture, each atom carries the following charge in e: atom 1 (W): 0.407, atom 2 (P): 0.633, atom 3 (P): 0.614, atom 4 (P): 0.727, atom 5 (H): 0.093, atom 6 (C): 0.134, atom 7 (C): 0.175, atom 8 (H): 0.110, atom 9 (C): -0.231, atom 10 (C): -0.211, atom 11 (C): -0.226, atom 12 (C): -0.211, atom 13 (C): -0.216, atom 14 (C): -0.219, atom 15 (C): -0.223, atom 16 (C): -0.199, atom 17 (C): -0.219, atom 18 (H): 0.143, atom 19 (H): 0.147, atom 20 (H): 0.061, atom 21 (H): 0.039, atom 22 (H): 0.086, atom 23 (H): 0.040, atom 24 (H): 0.034, atom 25 (H): 0.088, atom 26 (H): 0.051, atom 27 (H): 0.083, atom 28 (H): 0.047, atom 29 (H): 0.088, atom 30 (H): 0.022, atom 31 (H): 0.044, atom 32 (H): 0.083, atom 33 (H): 0.048, atom 34 (H): 0.022, atom 35 (H): 0.082, atom 36 (H): 0.032, atom 37 (H): 0.046, atom 38 (H): 0.081, atom 39 (H): 0.056, atom 40 (H): 0.069, atom 41 (H): 0.090, atom 42 (H): 0.050, atom 43 (H): 0.035, atom 44 (H): 0.085, atom 45 (H): 0.033, atom 46 (H): 0.062, atom 47 (C): -0.618, atom 48 (C): -0.113, atom 49 (C): -0.036, atom 50 (C): -0.059, atom 51 (C): -0.043, atom 52 (C): -0.130, atom 53 (S): 0.659, atom 54 (H): -0.142, atom 55 (H): 0.089, atom 56 (H): 0.145, atom 57 (H): 0.142, atom 58 (H): 0.151, atom 59 (H): 0.120, atom 60 (C): 0.002, atom 61 (N): -0.111, atom 62 (C): 0.037, atom 63 (C): 0.033, atom 64 (N): -0.102, atom 65 (C): 0.002, atom 66 (C): -0.481, atom 67 (Se): 0.742, atom 68 (H): 0.101, atom 69 (H): 0.124, atom 70 (H): 0.080, atom 71 (H): 0.162, atom 72 (H): 0.155, atom 73 (H): 0.128, atom 74 (H): 0.071, atom 75 (H): 0.107


(3)
Computed, not measured: a single C14H17N3O4 molecule, with the ωB97M-V functional and the def2-TZVPD basis.

Cartesian coordinates (Å):
C -4.448 -2.433 1.245
C -4.231 -1.168 0.423
C -3.832 0.012 1.308
C -3.715 1.326 0.533
N -2.653 1.294 -0.449
C -1.465 1.881 -0.257
O -1.171 2.585 0.685
C -0.469 1.605 -1.404
C 0.981 1.699 -0.926
C 1.392 0.252 -1.060
C 2.682 -0.284 -0.675
C 2.951 -1.649 -0.828
C 4.178 -2.174 -0.470
C 5.165 -1.351 0.046
C 4.897 0.003 0.197
N 5.922 0.873 0.727
O 5.672 2.056 0.799
O 6.969 0.365 1.065
C 3.670 0.546 -0.154
N 0.479 -0.477 -1.576
O -0.629 0.247 -1.870
H -4.724 -3.265 0.602
H -5.241 -2.284 1.974
H -3.539 -2.700 1.779
H -5.152 -0.923 -0.113
H -3.451 -1.357 -0.317
H -4.581 0.145 2.091
H -2.876 -0.200 1.792
H -4.656 1.545 0.021
H -3.479 2.143 1.218
H -2.742 0.648 -1.219
H -0.706 2.272 -2.239
H 1.013 2.054 0.107
H 1.600 2.349 -1.544
H 2.175 -2.278 -1.234
H 4.371 -3.228 -0.594
H 6.133 -1.734 0.332
H 3.508 1.604 -0.015

**Orbital gap**: 8.478 eV
**Structure (SMILES)**: CCCCNC(=O)[C@H]1CC(c2cccc([N+](=O)[O-])c2)=NO1
**LUMO**: -0.652 eV
**E_HOMO**: -9.13 eV
**Energy relative to the best compared isomer or geometry (same formula, charge and spin)**: 127.0 kcal/mol

In the Löwdin picture, each atom carries the following charge in e: atom 1 (C): -0.115, atom 2 (C): -0.275, atom 3 (C): -0.199, atom 4 (C): -0.177, atom 5 (N): 0.077, atom 6 (C): -0.446, atom 7 (O): 0.076, atom 8 (C): -0.179, atom 9 (C): -0.039, atom 10 (C): -0.226, atom 11 (C): -0.145, atom 12 (C): -0.002, atom 13 (C): -0.049, atom 14 (C): 0.010, atom 15 (C): -0.141, atom 16 (N): -0.363, atom 17 (O): 0.086, atom 18 (O): 0.085, atom 19 (C): 0.066, atom 20 (N): 0.125, atom 21 (O): -0.087, atom 22 (H): 0.068, atom 23 (H): 0.071, atom 24 (H): 0.073, atom 25 (H): 0.109, atom 26 (H): 0.102, atom 27 (H): 0.114, atom 28 (H): 0.120, atom 29 (H): 0.122, atom 30 (H): 0.119, atom 31 (H): 0.135, atom 32 (H): 0.160, atom 33 (H): 0.125, atom 34 (H): 0.132, atom 35 (H): 0.114, atom 36 (H): 0.110, atom 37 (H): 0.120, atom 38 (H): 0.123


(4)
Computed, not measured: a gas-phase ion, C4H12NO2 (charge +1), with the ωB97M-V functional and the def2-TZVPD basis.

Cartesian coordinates (Å):
N 0.709 0.218 -1.775
C 0.378 0.099 -0.325
C 0.878 -1.269 0.161
O 2.120 -1.540 -0.515
C -1.098 0.347 -0.151
C -1.644 0.838 1.200
O -0.510 1.318 1.921
H -0.020 -0.172 -2.380
H 1.598 -0.295 -1.896
H 0.804 1.174 -2.121
H 1.024 0.787 0.225
H 0.133 -2.020 -0.149
H 0.922 -1.268 1.251
H 2.745 -1.564 0.224
H -1.416 1.057 -0.929
H -1.626 -0.598 -0.373
H -2.379 1.632 1.073
H -2.147 -0.014 1.675
H -0.470 1.270 2.882

**Orbital gap**: 10.950 eV
**Structure (SMILES)**: [NH3+][C@H](CO)CCO
**LUMO**: -3.291 eV
**E_HOMO**: -14.24 eV
**Net charge**: +1
**Energy relative to the best compared isomer or geometry (same formula, charge and spin)**: 37.3 kcal/mol

In the Löwdin picture, each atom carries the following charge in e: atom 1 (N): 0.223, atom 2 (C): -0.296, atom 3 (C): -0.166, atom 4 (O): -0.050, atom 5 (C): -0.129, atom 6 (C): -0.203, atom 7 (O): -0.071, atom 8 (H): 0.179, atom 9 (H): 0.158, atom 10 (H): 0.183, atom 11 (H): 0.159, atom 12 (H): 0.136, atom 13 (H): 0.146, atom 14 (H): 0.118, atom 15 (H): 0.126, atom 16 (H): 0.130, atom 17 (H): 0.122, atom 18 (H): 0.125, atom 19 (H): 0.108


(5)
Computed, not measured: a molecular structure, C13H15N4Y, with the ωB97M-V functional and the def2-TZVPD basis.

Cartesian coordinates (Å):
C -3.568 2.012 -0.272
C -2.738 3.065 -0.307
H -3.975 1.648 0.679
H -3.868 1.502 -1.199
H -2.359 3.453 -1.259
H -2.393 3.529 0.628
Y 0.725 -0.500 0.248
C 0.732 -2.148 -1.556
C 0.515 -0.869 -2.167
C 2.638 -0.854 -1.223
C 2.043 -2.135 -0.963
H -0.370 -0.570 -2.730
H 1.869 0.928 -2.368
H 3.667 -0.576 -1.006
C 1.696 -0.072 -1.974
H 2.558 -3.001 -0.542
H 0.056 -3.001 -1.586
N 1.540 0.989 4.181
C 2.026 2.222 3.737
C 2.004 2.172 2.374
N 1.500 0.931 1.968
C 1.245 0.227 3.106
C 0.576 -1.074 3.175
N 0.040 -1.741 2.115
C -0.643 -2.848 2.640
C -0.521 -2.833 4.000
N 0.248 -1.709 4.317
H 1.431 0.703 5.155
H 2.329 2.993 4.417
H 2.288 2.913 1.638
H -1.153 -3.535 1.984
H -0.902 -3.493 4.754
H 0.552 -1.435 5.250

**Orbital gap**: 7.968 eV
**LUMO**: -7.179 eV
**E_HOMO**: -15.15 eV
**Net charge**: +2
**Energy relative to the best compared isomer or geometry (same formula, charge and spin)**: 8.5 kcal/mol

In the Löwdin picture, each atom carries the following charge in e: atom 1 (C): -0.090, atom 2 (C): -0.090, atom 3 (H): 0.049, atom 4 (H): 0.054, atom 5 (H): 0.053, atom 6 (H): 0.049, atom 7 (Y): 1.717, atom 8 (C): -0.177, atom 9 (C): -0.176, atom 10 (C): -0.179, atom 11 (C): -0.185, atom 12 (H): 0.129, atom 13 (H): 0.129, atom 14 (H): 0.129, atom 15 (C): -0.167, atom 16 (H): 0.131, atom 17 (H): 0.128, atom 18 (N): 0.145, atom 19 (C): 0.002, atom 20 (C): -0.057, atom 21 (N): -0.037, atom 22 (C): -0.257, atom 23 (C): -0.257, atom 24 (N): -0.038, atom 25 (C): -0.052, atom 26 (C): 0.003, atom 27 (N): 0.146, atom 28 (H): 0.182, atom 29 (H): 0.138, atom 30 (H): 0.129, atom 31 (H): 0.128, atom 32 (H): 0.138, atom 33 (H): 0.182


no.,energy (Eh)
1,-420.34577
2,-4863.95105
3,-1008.79859
4,-364.57585
5,-761.21327